(1)
Molecular formula: C22H21I2N8Rh
Method: DFT, ωB97M-V/def2-TZVPD

Element x y z (Å)
H  -1.500  -3.576  3.197
N  -3.268  2.607  2.489
H  -0.873  -0.695  -2.253
C  -0.391  -4.115  0.051
H  1.804  -4.596  -1.269
H  4.451  3.044  1.615
C  -0.329  -1.782  0.551
C  0.028  -2.826  -0.299
I  -3.291  -0.501  -0.864
C  -2.410  2.172  1.606
C  -1.707  4.035  -1.996
H  -0.253  -4.920  -0.660
C  1.010  -1.455  -2.156
C  0.933  -2.644  -1.452
H  1.575  2.177  -0.759
H  -3.301  4.627  0.777
H  -0.952  -1.271  2.539
C  -2.105  2.881  0.369
C  -2.528  0.602  3.014
N  0.047  -0.393  -1.934
C  1.723  1.714  0.201
N  2.734  2.021  1.019
C  1.964  -1.260  -3.145
H  4.368  2.701  -0.119
C  1.500  0.484  1.976
H  3.300  1.306  2.968
C  2.606  1.251  2.148
H  0.325  0.411  -2.484
H  1.080  -0.252  2.637
H  -1.247  -5.404  1.527
N  -2.461  4.691  -1.114
H  3.556  -2.129  -4.280
H  3.397  -4.311  -3.104
H  -1.574  4.488  -2.970
N  -1.904  0.926  1.894
C  -1.114  -3.369  2.207
C  2.830  -2.280  -3.493
C  1.819  -3.661  -1.812
H  -2.426  -0.317  3.569
I  -4.796  -2.690  -1.923
Rh  -0.798  0.095  0.025
H  -0.515  2.293  -2.401
C  2.741  -3.496  -2.831
C  3.792  2.998  0.754
C  -0.958  -4.391  1.282
N  -3.328  1.599  3.372
N  -1.329  2.239  -0.495
C  -1.131  2.817  -1.684
N  0.956  0.782  0.747
C  -2.666  4.121  0.061
H  3.362  3.982  0.584
H  -3.943  1.662  4.171
C  -0.793  -2.072  1.834
H  1.990  -0.320  -3.688

The calculation puts the energy above the lowest of the compared OMol25 structures with the same formula, charge and spin at 117.7 kJ/mol. As for the multiplicity: 1. As for the net charge: +2. The value obtained for the largest force on an atom is 1.8 eV/A.

(2)
Molecular formula: C22H21N2O5ReS2Si
Method: DFT, ωB97M-V/def2-TZVPD

Element x y z (Å)
H  -5.030  4.893  3.438
C  -5.076  -1.905  1.278
C  -2.636  2.675  4.358
O  -0.847  -1.177  -0.780
C  -3.503  4.178  2.128
H  3.653  1.294  -2.738
N  1.438  -0.513  0.927
Re  -0.330  0.366  0.377
H  5.408  2.553  1.006
H  5.155  -1.212  1.463
C  4.107  -1.027  1.287
H  5.517  -1.235  -2.174
N  -0.283  1.982  1.601
C  1.817  -1.367  1.881
Si  5.085  0.778  -0.746
H  -5.225  -1.567  3.390
H  3.440  -2.364  2.841
H  -2.810  -1.056  3.656
H  1.049  -1.805  2.502
H  -3.816  4.755  1.273
C  -1.956  -1.844  -0.856
C  -3.225  -1.291  2.687
H  6.949  -0.228  -2.083
C  -4.573  -1.578  2.529
C  3.153  -1.661  2.075
O  -0.814  3.898  -0.062
O  -1.988  1.734  -0.052
O  -0.479  0.732  3.475
H  3.653  2.645  -1.624
C  6.047  1.800  0.552
H  6.881  2.315  0.087
H  -2.296  2.090  5.201
C  -2.889  -1.663  0.333
C  3.740  -0.133  0.286
H  -4.274  3.592  5.379
C  -2.418  3.335  2.057
C  6.123  -0.630  -1.505
C  -4.170  4.249  3.348
C  -4.245  -1.929  0.171
H  -1.303  -1.285  1.757
C  -1.971  2.592  3.144
H  -6.116  -2.170  1.166
C  -3.739  3.513  4.444
H  6.542  -1.289  -0.750
C  4.277  1.873  -2.065
H  -4.624  -2.162  -0.812
H  5.030  2.372  -2.667
S  1.501  1.093  -0.978
C  2.381  0.077  0.136
C  -2.381  -1.358  1.591
H  6.449  1.184  1.351
S  -1.374  2.850  0.708
C  -0.832  1.692  2.815
O  -2.263  -2.589  -1.750

As for the multiplicity: 2. As for the net charge: +1. The value obtained for the largest force on an atom is 4.7 eV/A.

(3)
Molecular formula: C22H21N3O2Pt
Method: DFT, ωB97M-V/def2-TZVPD

Element x y z (Å)
H  1.475  -2.250  0.809
C  3.382  -1.748  3.593
H  2.208  -1.078  -4.218
H  0.890  2.033  1.683
C  -0.235  -0.603  0.111
C  0.953  1.899  -3.564
C  -1.282  1.822  -4.178
H  -4.691  0.370  4.059
Pt  -0.410  0.107  -2.844
C  1.184  -0.662  2.233
H  1.876  2.090  -3.014
N  0.102  0.314  -0.841
C  -3.729  0.289  3.548
C  1.618  -0.089  3.439
C  -1.260  0.096  2.245
H  -2.075  1.481  0.807
C  1.629  -1.288  -3.329
C  1.837  -1.781  1.724
H  3.047  -0.170  5.052
O  -0.688  -1.740  -0.111
C  -2.259  0.923  1.729
H  -0.722  -1.317  3.787
N  0.477  1.321  1.071
C  -0.527  1.014  -5.088
H  -2.114  -0.721  -1.894
H  2.215  -1.504  -2.436
H  -2.355  2.008  -4.214
H  -0.957  0.438  -5.930
C  -3.495  1.019  2.375
C  0.323  -1.683  -3.399
N  -2.465  0.262  -2.059
H  -2.898  -1.122  4.970
H  -0.311  -1.541  -4.263
C  2.719  -0.628  4.115
H  1.677  0.591  -5.231
C  -0.359  2.373  -3.217
H  -0.622  3.068  -2.423
C  -1.498  -0.651  3.404
H  -4.265  1.666  1.952
H  3.428  -3.200  1.981
H  1.093  0.774  3.861
C  -2.731  -0.544  4.059
C  0.835  1.093  -4.724
H  -0.098  -2.170  -2.515
H  4.236  -2.175  4.123
C  2.937  -2.322  2.402
C  0.042  0.013  1.478
C  0.661  1.482  -0.274
O  1.202  2.443  -0.844

As for the multiplicity: 3. As for the net charge: -2. The value obtained for the largest force on an atom is 2.6 eV/A.

| no. | electronic energy (eV) |
| --- | --- |
| 1 | -54271.7335 |
| 2 | -68044.7860 |
| 3 | -34959.0732 |